C5H8N2 | ωB97M-V/def2-TZVPD

Geometry as XYZ:
```
15
C5H8N2 | the OMol25 dataset | ωB97M-V/def2-TZVPD
C 0.42018 0.07004 -1.63434
C -0.50765 -0.28950 -0.48950
C 0.00045 -1.33642 0.52413
N -0.39550 -0.45740 1.64163
C -0.64059 0.67435 0.73027
C 0.34445 1.76519 0.80278
N 1.10673 2.63059 0.90624
H 1.43409 0.27757 -1.27487
H 0.47557 -0.76677 -2.33997
H 0.06918 0.95114 -2.18137
H -1.50452 -0.53500 -0.86672
H 1.08180 -1.51037 0.43698
H -0.51192 -2.30450 0.52945
H 0.32258 -0.29246 2.33884
H -1.63262 1.12204 0.86514
```

Calculated values
Orbital gap   10.6 eV
SMILES string   C[C@H]1CN[C@H]1C#N
LUMO energy   0.939 eV
HOMO level   -9.66 eV
Energy relative to the best compared isomer or geometry (same formula, charge and spin)   30.3 kcal/mol



C5H8N2 | ωB97M-V/def2-TZVPD

Geometry as XYZ:
```
15
C5H8N2 | the OMol25 dataset | ωB97M-V/def2-TZVPD
C 1.25513 -0.41995 -2.15574
C 0.54385 -0.25561 -0.86036
C 0.24820 -1.30060 0.04695
C -0.64158 -0.73655 0.90206
N -0.73009 0.58432 0.59396
C -1.02195 1.42249 1.73363
N -0.01031 0.89620 -0.49694
H 1.93002 -1.27877 -2.10554
H 1.81628 0.48192 -2.39768
H 0.53415 -0.60772 -2.96150
H 0.62648 -2.30950 0.07765
H -1.43168 -1.16513 1.49625
H -1.76252 2.20651 1.51959
H -0.13513 1.88595 2.17089
H -1.22084 0.59643 2.43678
```

Calculated values
Orbital gap   10.0 eV
SMILES string   Cc1ccn(C)n1
LUMO energy   1.043 eV
HOMO level   -8.92 eV
Energy relative to the best compared isomer or geometry (same formula, charge and spin)   31.3 kcal/mol



C5H8N2 | ωB97M-V/def2-TZVPD

Geometry as XYZ:
```
15
C5H8N2 | the OMol25 dataset | ωB97M-V/def2-TZVPD
C 2.78125 -0.78003 -0.18973
N 1.08915 0.05883 0.57869
C 0.75795 1.30287 0.10878
C -0.57299 1.26357 -0.17773
C -0.98324 -0.06846 0.14892
C -2.35119 -0.65916 0.02511
N 0.02369 -0.78114 0.60469
H 2.80142 -0.13795 -1.08660
H 2.23940 -1.69055 -0.49126
H 2.01096 -0.21696 1.03478
H 1.50644 2.07963 0.01927
H -1.19193 2.06271 -0.55981
H -2.70444 -0.62485 -1.01085
H -3.06852 -0.10828 0.64157
H -2.33795 -1.70024 0.35415
```

Calculated values
Orbital gap   9.3 eV
LUMO energy   0.231 eV
HOMO level   -9.12 eV
Energy relative to the best compared isomer or geometry (same formula, charge and spin)   111.9 kcal/mol



C5H8N2 | ωB97M-V/def2-TZVPD

Geometry as XYZ:
```
15
C5H8N2 | the OMol25 dataset | ωB97M-V/def2-TZVPD
C -1.37744 -0.41376 0.70920
C -0.99664 0.83912 -0.75145
C 0.01880 1.70898 -0.14200
N 0.16309 0.36203 0.36810
C 1.28522 -0.38611 -0.17501
C 1.11339 -1.84418 -0.05558
N 1.02366 -2.99397 0.01998
H -1.91855 0.26605 1.36056
H -0.88056 -1.18318 1.32195
H -2.06182 -0.93275 0.03485
H -0.63969 0.39507 -1.69279
H 0.88625 1.99180 -0.73897
H -0.25879 2.45870 0.59997
H 1.45331 -0.15615 -1.23896
H 2.18978 -0.11166 0.38015
```

Calculated values
Orbital gap   8.5 eV
LUMO energy   0.732 eV
HOMO level   -7.80 eV
Energy relative to the best compared isomer or geometry (same formula, charge and spin)   149.0 kcal/mol



> What is the formula in the fourth record?

C5H8N2